The following is a quantum chemistry calculation of a 6-piece molecular cluster, C20H40O8 overall at a distorted geometry, from the OMol25 dataset.

Calculated values
- SMILES = CCOC(C)=O.CCOC(C)=O.CC(C)=O.CC(C)=O.CC(C)=O.CC(C)=O
- orbital gap (eV) = 9.972
- electronic energy (hartree) = -1387.89559

The geometry in XYZ format:
```
68
Properties=species:S:1:pos:R:3:forces:R:3
C -3.85407 3.43368 4.00522 0.87 -0.47 1.00
C -4.54207 4.49063 3.30932 -1.57 1.49 -2.96
O -4.62838 4.49191 2.08619 0.12 0.22 0.94
C -5.28026 5.52704 4.14566 -0.39 -0.31 -0.04
H -3.58142 2.60542 3.35120 -0.34 0.02 0.18
H -4.49591 3.20594 4.85625 0.43 -0.64 0.18
H -2.92739 3.88214 4.36334 0.16 -0.15 0.41
H -4.62105 6.03257 4.85134 -0.14 -0.11 0.15
H -6.05476 4.95565 4.65729 0.19 -0.10 0.66
H -5.89607 6.24496 3.60393 0.68 0.05 -0.53
C 2.20965 3.98463 -5.46274 1.96 0.36 -0.04
C 3.30090 2.91460 -5.11333 -0.66 -1.95 -0.87
O 3.62963 1.99324 -5.88504 -0.74 2.72 1.67
C 3.74379 2.96989 -3.66066 0.93 -0.27 -1.10
H 2.45695 4.91688 -4.95496 0.46 0.09 0.19
H 1.19437 3.85378 -5.08832 -0.01 -0.88 -0.58
H 2.37993 4.21069 -6.51536 -0.93 -0.25 -0.14
H 4.42038 3.80064 -3.46021 -0.74 0.74 0.02
H 4.43926 2.16102 -3.43671 -0.76 -0.62 0.11
H 2.78366 2.99204 -3.14512 0.48 0.05 0.76
C -2.60112 1.64946 -9.65499 -0.87 -0.15 1.15
C -2.76937 0.84084 -8.34011 1.51 -1.52 -1.06
O -3.80399 0.73341 -7.75487 -1.20 0.66 0.15
C -1.57462 0.05369 -7.81184 0.62 0.73 -0.02
H -3.07763 1.11864 -10.47917 0.19 -0.29 0.04
H -1.57510 1.91648 -9.90812 -0.16 0.00 0.14
H -3.25497 2.50377 -9.47963 0.33 0.39 -0.26
H -1.15994 -0.74126 -8.43167 -0.55 -0.07 -0.40
H -1.77657 -0.34725 -6.81858 -0.07 0.14 -0.12
H -0.74463 0.75968 -7.78369 0.22 0.11 0.39
C 7.34242 3.57908 8.58804 0.23 -1.06 0.45
C 7.28811 2.01640 8.62547 -0.99 -0.11 0.47
O 6.92146 1.38619 9.60095 0.43 0.95 -0.43
C 7.60426 1.26606 7.33540 -0.09 0.54 1.30
H 8.34885 3.86508 8.28244 -0.03 0.16 -0.14
H 7.14164 3.99772 9.57420 0.05 -0.24 0.02
H 6.61688 4.01431 7.90081 0.07 -0.26 -0.22
H 8.65370 1.47640 7.12918 -0.15 0.04 -0.73
H 6.87007 1.65125 6.62780 0.49 -0.14 -0.56
H 7.46512 0.20325 7.53333 -0.02 0.13 -0.17
O 0.74541 1.95570 1.04492 -0.93 -2.26 -0.88
C 0.78146 0.78127 0.66375 1.57 2.49 -0.86
O 0.09319 0.23220 -0.37145 -0.40 1.05 1.23
C -0.93267 1.01270 -1.08261 0.30 -1.32 -0.25
C -2.15296 0.14062 -1.24638 -0.55 0.64 0.50
C 1.81465 -0.17058 1.21503 -0.97 -0.30 -0.03
H -0.45418 1.18213 -2.04720 -0.18 0.50 0.05
H -1.32188 1.91152 -0.60432 1.04 0.16 0.26
H -2.69364 0.13949 -0.29993 0.13 -0.44 0.22
H -2.00623 -0.88122 -1.59624 0.09 0.28 -0.20
H -2.81850 0.74818 -1.85961 -0.14 -0.46 -0.58
H 2.66215 0.34247 1.66958 -0.40 0.05 0.03
H 2.15351 -0.92080 0.50058 -0.18 0.13 -0.02
H 1.17380 -0.65907 1.94906 0.62 -0.53 0.54
O -1.21784 -7.67400 -0.12830 0.02 -0.39 0.03
C -2.04175 -7.32352 0.66299 -0.53 0.67 1.14
O -2.65848 -8.06042 1.61782 -0.75 0.37 0.65
C -2.44770 -9.41647 2.00603 1.18 -0.61 -0.74
C -2.54688 -10.34408 0.82549 0.54 -0.97 -1.10
C -2.54672 -5.87306 0.81369 0.14 -0.80 -0.84
H -3.12277 -9.69957 2.81365 -0.53 0.57 -0.32
H -1.47103 -9.51337 2.48018 0.33 0.17 -0.22
H -1.77929 -10.20989 0.06332 0.07 0.96 0.08
H -3.49088 -10.30207 0.28216 -0.18 0.03 0.34
H -2.29446 -11.38457 1.02987 -0.62 -0.17 0.81
H -1.66706 -5.25209 0.64428 -0.23 0.24 0.29
H -3.11513 -5.67773 1.72301 0.51 -0.10 0.05
H -3.23597 -5.69419 -0.01156 0.05 0.06 -0.17
```
Positions in Å, forces in eV/Å.

=====

The following is a quantum chemistry calculation of C20H41CrN2OP3 as an isolated structure at a distorted geometry, from the OMol25 dataset.

Calculated values
- total charge = +3
- orbital gap (spin up / spin down) (eV) = 5.469 / 6.323
- spin multiplicity = 4
- electronic energy (hartree) = -3038.86250

The geometry in XYZ format:
```
68
Properties=species:S:1:pos:R:3:forces:R:3
Cr -0.09734 -1.01978 -1.16839 -4.91 -0.46 0.38
P 1.66130 -1.51926 0.45132 1.47 -0.40 1.33
P 0.57950 4.41739 -2.20465 -0.04 0.16 -0.91
P -1.29287 -3.17884 -1.01855 -0.89 -0.71 -0.29
H 2.13363 0.70768 -1.43762 -0.07 -0.24 -0.07
C 1.21553 0.30520 -1.87434 2.49 1.26 -1.68
C 1.07437 0.74521 -3.30470 -0.41 2.97 -2.51
H 1.99018 1.21407 -3.66581 0.08 -0.18 0.03
C 3.18900 -2.20766 -0.29182 -0.21 -0.05 -0.35
C 2.27816 -0.00018 1.27586 -0.21 0.20 -0.04
C 1.44981 -2.61653 1.88951 -0.27 -0.15 0.02
C 1.03036 5.99741 -2.91176 -0.03 0.40 0.04
C -0.93910 4.50634 -1.25042 -0.38 0.07 0.14
C 1.90889 3.76614 -1.18688 0.31 -0.06 0.35
C -3.10134 -2.92639 -0.95230 -0.05 0.34 0.07
C -1.05344 -4.34026 0.36634 0.27 0.19 0.21
C -1.03569 -4.23484 -2.48167 0.32 0.26 -0.10
H 1.44838 -0.83413 -1.96685 0.62 1.56 -0.10
H 0.78908 -0.06277 -3.98525 0.08 0.25 0.29
H 3.95447 -2.36252 0.48256 -0.28 0.10 -0.20
H 3.58871 -1.53442 -1.06049 0.00 -0.15 0.15
H 2.95948 -3.17178 -0.76250 0.14 0.14 0.08
H 3.12381 -0.25075 1.93340 -0.24 0.03 -0.24
H 1.47757 0.43795 1.88540 0.17 -0.07 -0.08
H 2.60325 0.75327 0.54843 0.03 -0.18 0.26
H 2.42334 -2.75141 2.38130 -0.28 0.10 -0.10
H 1.06646 -3.59379 1.58188 0.22 0.22 0.16
H 0.75304 -2.16995 2.60927 0.15 -0.15 -0.02
H 0.56839 6.80538 -2.32622 0.29 -0.11 -0.25
H 0.66822 6.03251 -3.94961 0.11 0.10 0.35
H 2.12430 6.09757 -2.90173 -0.33 0.09 -0.08
H -1.17743 5.56214 -1.05727 -0.02 -0.35 0.05
H -0.81995 3.97385 -0.29815 -0.06 0.21 -0.21
H -1.75745 4.04664 -1.82169 0.17 0.24 0.19
H 2.80222 4.38738 -1.34051 -0.17 -0.30 0.12
H 2.13886 2.72822 -1.46476 -0.03 0.46 0.06
H 1.61846 3.80482 -0.12764 0.19 0.03 -0.27
H -3.57182 -3.82905 -0.54118 0.11 0.23 -0.17
H -3.50475 -2.71285 -1.94846 0.06 -0.10 0.37
H -3.32506 -2.07352 -0.30026 -0.11 -0.18 -0.12
H -1.88553 -5.05935 0.37811 0.30 0.20 -0.09
H -1.04742 -3.79601 1.31911 -0.07 -0.28 -0.15
H -0.10602 -4.88014 0.24540 -0.23 0.07 0.11
H -1.71879 -5.09480 -2.46087 0.15 0.23 0.06
H 0.00218 -4.59155 -2.48068 -0.24 -0.03 -0.10
H -1.20618 -3.65146 -3.39473 0.02 -0.22 0.13
C -1.21040 1.35946 -3.34601 -0.29 0.13 -0.61
C -1.34355 0.03553 -2.85568 0.99 -0.77 -0.09
C -2.42259 -0.65881 -3.38756 -1.07 0.18 0.30
C -3.49126 0.01678 -4.00725 0.15 -0.28 -0.27
C -3.44697 1.40199 -4.19068 -0.12 0.05 0.61
C -2.29439 2.10776 -3.83914 0.40 -0.91 0.16
O 0.05929 1.90504 -3.61916 1.04 -4.15 2.24
H 0.35399 3.49631 -3.27908 0.33 0.93 0.80
H 0.39164 0.75724 -1.23919 0.44 -0.65 -0.20
H -2.43770 -1.75324 -3.31859 -0.28 0.59 0.09
H -4.35833 -0.55036 -4.35535 0.35 0.21 0.02
H -4.29309 1.93843 -4.61970 0.19 -0.22 0.09
H -2.17081 3.17512 -4.00967 -0.04 -0.23 -0.39
N -1.43244 -0.27302 1.42235 0.07 -0.11 0.25
C -2.22375 0.60412 2.05954 -0.02 0.11 -0.49
C -2.55375 1.57822 1.13188 -0.19 0.32 0.14
C -1.93017 1.23114 -0.05688 0.10 -0.74 0.53
N -1.22243 0.08605 0.12598 -0.42 -0.35 0.14
H -1.08146 -1.15018 1.81084 -0.09 0.50 -0.38
H -2.51269 0.48011 3.09309 0.05 -0.05 -0.06
H -3.19189 2.43540 1.27298 0.01 -0.07 0.14
H -2.01248 1.71927 -1.02025 0.17 -0.28 0.12
```
Positions in Å, forces in eV/Å.

=====

The following is a quantum chemistry calculation of C20H41FHfN2O6S2 as an isolated structure at a distorted geometry, from the OMol25 dataset.

Calculated values
- total charge = +2
- orbital gap (eV) = 4.629
- electronic energy (hartree) = -2291.16201

The geometry in XYZ format:
```
73
Properties=species:S:1:pos:R:3:forces:R:3
Hf 1.52431 1.03666 0.95568 -4.42 -8.20 -1.22
C 0.33815 0.96455 -4.64696 1.57 -0.08 0.78
C -0.55760 1.07021 -3.36041 0.34 0.40 -1.46
C -1.94670 0.71203 -3.88237 -0.85 -0.13 1.30
C -2.18982 -0.77316 -4.08503 0.18 -0.26 -0.37
C -1.84612 -1.61793 -2.83020 -1.49 1.36 -0.61
C -0.44961 -1.29964 -2.36210 1.36 -0.01 1.31
N -0.20993 0.18415 -2.19402 0.13 1.06 1.13
O 0.95040 0.63528 -1.36574 -0.95 -0.45 1.43
C 0.52248 -1.90777 -3.40106 0.22 -1.29 0.57
C -0.31648 -1.98440 -0.96708 1.32 0.62 -0.90
C -0.69950 2.52507 -2.89710 0.41 -0.04 -0.01
H 0.03951 1.53727 -5.52497 -0.43 0.62 0.58
H 0.50836 -0.00903 -5.10660 -0.42 -0.30 0.61
H 1.33096 1.28915 -4.33542 0.29 0.21 -0.32
H -2.21586 1.26661 -4.78131 0.66 -0.07 -0.26
H -2.59408 1.21253 -3.16230 -0.77 -0.79 0.29
H -1.52453 -1.08787 -4.88905 0.17 -0.03 -0.07
H -3.16067 -0.88107 -4.56866 -0.31 -0.43 0.65
H -1.92367 -2.70136 -2.92114 0.27 -0.01 -0.68
H -2.57505 -1.45276 -2.03680 -0.05 0.56 0.23
H 1.41172 -1.35360 -3.70147 -0.64 0.52 -0.18
H -0.09544 -2.28880 -4.21413 0.65 0.34 -0.44
H 0.98371 -2.80782 -2.99451 -0.24 -0.32 0.29
H -0.78578 -1.42721 -0.15627 0.03 0.01 -0.26
H 0.76478 -1.98926 -0.82941 -0.04 -0.21 0.79
H -0.65969 -3.01893 -0.97379 -0.08 0.11 -0.19
H -0.86816 3.18204 -3.75036 0.04 -0.13 -0.11
H 0.16508 2.91870 -2.36264 0.04 -0.13 0.01
H -1.59407 2.59509 -2.27828 0.15 0.11 0.29
F 1.04845 -1.03120 1.77979 1.10 4.33 -1.58
C 5.75071 -0.60903 0.87358 -0.68 -1.59 0.00
C 4.47497 -0.92298 0.01536 4.12 0.49 -0.56
O 3.38490 -0.46797 0.34582 -3.25 1.95 0.80
N 4.70154 -1.61884 -1.11466 -1.22 0.95 1.71
C 3.66198 -1.97519 -2.05954 0.56 -0.57 -1.56
H 5.91420 -1.46773 1.52474 -0.44 -0.38 0.21
H 5.66408 0.20089 1.59790 -0.13 0.34 -0.68
H 6.69655 -0.66708 0.33495 -0.22 0.76 -0.39
H 5.66285 -1.73820 -1.40058 -0.14 -0.22 0.21
H 3.40891 -1.16619 -2.74480 -0.04 0.34 0.35
H 2.73793 -2.43840 -1.71362 0.43 0.24 0.74
H 4.15991 -2.70530 -2.69759 -0.32 -0.21 -0.11
C -4.15743 0.95906 -0.37648 0.72 -0.96 1.93
C -4.25899 -0.39938 0.42537 -0.17 -0.67 -0.39
C -3.12742 -0.62130 1.43824 1.53 1.27 0.03
S -2.22159 1.04740 1.57275 -5.05 0.49 4.30
O -0.89050 0.93586 1.03008 2.87 0.46 -1.71
O -2.32740 1.58089 2.96191 0.71 -0.95 -2.35
C -3.57993 1.95595 0.63915 1.20 0.03 -0.83
H -5.12975 1.30986 -0.72236 0.19 -0.22 -0.19
H -3.45478 0.69994 -1.16847 -0.13 0.75 -0.32
H -4.20525 -1.21690 -0.29357 -0.09 0.00 -0.09
H -5.20469 -0.55555 0.94436 -0.02 0.44 -0.02
H -2.27157 -1.25901 1.21702 -0.38 -0.33 -0.70
H -3.44964 -0.95276 2.42536 -0.09 0.62 0.09
H -3.19091 2.89323 0.24133 0.22 -0.14 -0.20
H -4.27941 2.24422 1.42383 0.10 -0.40 0.20
C 0.43992 -0.42016 5.64767 -0.59 2.22 1.58
C 1.78030 0.26362 6.18818 -0.05 -1.18 -1.56
C 1.88335 1.70810 5.64603 0.29 -0.36 -0.04
S 0.36398 2.00900 4.63284 2.05 -0.61 0.65
O 0.61046 1.44694 3.23469 0.97 0.48 -0.35
O -0.08922 3.35694 4.72600 -0.20 0.00 -0.37
C -0.51225 0.80309 5.64087 -0.45 0.03 -1.72
H -0.01250 -1.11470 6.35550 0.43 -0.28 -0.15
H 0.49982 -0.83276 4.64055 0.30 -0.10 0.19
H 2.56105 -0.35796 5.74982 0.33 0.22 0.22
H 1.95982 0.29057 7.26296 -0.63 -0.32 -0.05
H 2.84062 1.85379 5.14552 -0.33 0.17 -0.51
H 1.90606 2.39216 6.49435 -0.54 0.36 -0.30
H -1.49123 0.72616 5.16781 -0.09 -0.36 0.19
H -0.58446 1.33250 6.59093 -0.04 -0.14 0.11
```
Positions in Å, forces in eV/Å.

=====

The following is a quantum chemistry calculation of C20H41GeN5O8P2SeW as an isolated structure at a distorted geometry, from the OMol25 dataset.

Calculated values
- total charge = +2
- orbital gap (spin up / spin down) (eV) = 6.255 / 6.878
- spin multiplicity = 3
- electronic energy (hartree) = -6890.14571

The geometry in XYZ format:
```
79
Properties=species:S:1:pos:R:3:forces:R:3
W 0.67299 -0.06970 -0.12616 1.75 -2.97 -0.54
O 0.91466 4.60239 3.85895 0.08 -1.30 0.23
C 0.91620 3.60986 2.96491 0.24 0.67 0.71
C 0.80828 3.84706 1.59612 0.01 -0.04 0.21
C 0.79167 2.73778 0.80128 -0.54 0.54 -1.80
N 0.82085 1.49438 1.25645 0.06 0.72 -0.53
C 1.01845 1.27928 2.54985 -0.35 -0.78 0.48
C 1.07864 2.29121 3.44842 0.04 1.10 0.12
C 1.11261 -0.19597 2.82581 -0.28 0.48 -1.88
O 1.41022 -0.71023 3.83293 0.19 -0.59 1.39
O 0.88722 -0.86660 1.65115 -0.33 0.50 0.68
C 0.74497 2.77505 -0.72924 1.35 1.30 -0.96
O 0.93862 3.76069 -1.40884 -0.81 -1.84 1.41
O 0.67468 1.50673 -1.24922 -0.35 1.03 0.81
H 0.93203 5.47971 3.48205 -0.06 0.49 -0.40
H 0.73471 4.85430 1.20498 0.05 -0.13 -0.22
H 1.27672 2.15170 4.49373 -0.05 -0.29 0.30
C 5.30111 -2.96382 0.44668 -0.66 -0.69 0.50
N 3.84798 -2.61399 0.62821 0.47 -0.30 0.86
C 3.21682 -3.03757 1.90788 0.08 -0.15 -0.07
P 3.14636 -1.76373 -0.54131 1.00 0.29 -0.83
O 1.62152 -1.91004 -0.37805 -1.65 0.02 -0.50
O 3.86234 -1.84897 -1.84224 -1.14 0.22 1.13
P -0.06338 -0.76105 -3.43898 1.14 -1.27 0.80
O -0.17210 -0.75790 -1.87576 0.02 0.12 0.39
N 0.04786 -2.38672 -3.83157 -0.18 0.64 -0.14
C 0.07671 -3.51697 -2.88194 0.42 -0.45 0.27
C 0.23940 -2.76911 -5.27036 -0.57 0.18 0.97
N -1.32907 0.02903 -4.07822 -1.11 -0.09 -1.12
C -1.20861 1.41577 -4.62664 -0.28 -0.93 1.18
C -2.48464 -0.65961 -4.78712 1.25 1.49 0.39
N 2.97236 0.00133 -0.10540 -0.46 0.05 -0.63
C 3.72988 0.45738 1.10533 -2.63 -0.24 0.38
C 3.41860 0.83177 -1.27154 0.14 -2.44 -0.03
H 5.40852 -4.09985 0.55250 -0.02 1.65 -0.11
H 5.86819 -2.43357 1.26382 -0.23 -0.62 -1.06
H 5.54637 -2.65585 -0.59310 0.31 -0.25 0.99
H 2.16846 -2.71410 1.99028 0.49 -0.29 -0.37
H 3.72587 -2.64041 2.79973 0.18 0.13 -0.44
H 3.28593 -4.13403 1.98913 -0.16 0.35 -0.13
H 0.04429 -3.23437 -1.82252 0.15 0.46 -0.48
H 1.02861 -4.12672 -3.00606 -1.34 0.63 -0.13
H -0.85199 -4.09298 -3.04196 0.62 -0.21 -0.21
H 0.38735 -1.83618 -5.80870 -0.18 -0.09 -0.40
H -0.68283 -3.31471 -5.60214 1.02 0.40 0.05
H 1.16215 -3.35805 -5.37735 -0.48 0.01 0.06
H -0.74920 2.12166 -3.96868 0.70 0.09 0.69
H -2.23893 1.71280 -4.64593 -0.33 0.55 -0.77
H -0.68285 1.40495 -5.55275 -0.02 0.17 -0.92
H -2.20236 -0.77816 -5.83627 -0.41 -0.14 0.07
H -3.30975 0.05381 -4.66572 0.00 -0.55 -0.26
H -2.69390 -1.57876 -4.29984 -0.24 -0.87 0.23
H 3.59913 -0.20955 1.96894 0.40 -0.27 -0.60
H 3.22976 1.35941 1.43008 0.40 0.62 -0.02
H 4.72650 0.66597 0.86014 1.51 0.04 -0.22
H 3.01686 0.59753 -2.25612 -0.36 -0.28 0.40
H 4.44186 0.63498 -1.29446 1.89 -0.18 -0.63
H 3.32103 1.81178 -1.04184 -0.65 3.23 0.65
C -3.80436 1.94087 4.48816 -0.63 0.22 -0.01
Ge -3.99279 1.23108 2.71718 -0.64 0.14 -1.64
C -4.81534 2.49031 1.46501 -0.87 1.21 2.46
C -5.03403 -0.45748 2.67137 -0.52 2.89 -1.03
C -2.13823 0.97686 2.07683 0.24 -0.16 0.07
Se -1.95488 0.20922 0.26999 -0.08 0.71 1.07
C -2.92243 -1.44793 0.35812 1.99 -1.64 -0.44
H -2.78278 2.26685 4.66344 -0.01 -0.17 0.38
H -4.10572 1.04598 5.01937 0.44 0.05 0.94
H -4.51567 2.74195 4.76036 0.39 -0.36 -0.34
H -4.20952 3.39146 1.32391 0.16 -0.38 -0.59
H -5.64174 2.93876 2.12359 0.63 -0.80 -1.12
H -5.24388 2.03790 0.59451 -0.09 0.07 -0.59
H -5.64874 -0.24566 3.53653 -0.46 -0.96 0.11
H -4.40434 -1.28120 2.67628 0.80 -1.71 0.66
H -5.60660 -0.44196 1.72045 0.04 -0.06 0.79
H -1.60487 0.44839 2.88957 0.12 0.01 -0.76
H -1.76499 2.00520 1.96950 0.10 -0.31 0.04
H -2.68199 -1.91634 -0.62610 -0.24 0.08 0.90
H -3.94058 -1.27376 0.43264 -1.92 0.77 -0.21
H -2.69223 -2.10951 1.21599 0.51 0.46 -0.61
```
Positions in Å, forces in eV/Å.